{
  "formula": "C51H49BrIN3O2P2S3Tl",
  "method": "ωB97M-V with the def2-TZVPD basis set",
  "elements": ["Tl", "C", "C", "S", "C", "C", "S", "H", "H", "H", "H", "H", "H", "C", "S", "C", "C", "C", "N", "P", "C", "C", "C", "C", "C", "C", "C", "C", "C", "C", "C", "C", "P", "C", "C", "C", "C", "C", "C", "C", "C", "C", "C", "C", "C", "H", "H", "H", "H", "H", "H", "H", "H", "H", "H", "H", "H", "H", "H", "H", "H", "H", "H", "H", "H", "H", "H", "H", "H", "H", "H", "H", "H", "H", "O", "C", "O", "C", "C", "C", "C", "C", "C", "N", "C", "C", "C", "C", "C", "C", "N", "H", "H", "H", "H", "H", "H", "H", "H", "H", "H", "Br", "C", "C", "C", "C", "C", "C", "I", "H", "H", "H", "H"],
  "positions_angstrom": [[-0.339, 0.282, 0.415], [-4.206, -3.139, 0.783], [-3.290, -2.003, 0.369], [-2.291, -1.364, 1.691], [-3.252, -1.608, -0.914], [-4.127, -2.304, -1.939], [-2.264, -0.291, -1.557], [-4.260, -3.202, 1.868], [-3.842, -4.106, 0.415], [-5.221, -3.011, 0.395], [-4.025, -3.392, -1.884], [-3.856, -1.984, -2.943], [-5.189, -2.077, -1.791], [6.665, -5.987, -3.106], [6.223, -5.261, -1.516], [5.685, -3.629, -2.098], [4.364, -3.650, -2.858], [3.121, -3.839, -1.989], [2.648, -2.556, -1.446], [1.256, -1.771, -2.223], [1.348, -2.387, -3.951], [2.291, -2.014, -4.906], [2.232, -2.528, -6.192], [1.218, -3.413, -6.544], [0.261, -3.776, -5.610], [0.326, -3.260, -4.321], [1.940, -0.082, -2.485], [1.019, 0.921, -2.791], [1.452, 2.221, -3.012], [2.803, 2.533, -2.931], [3.723, 1.539, -2.622], [3.290, 0.240, -2.393], [2.425, -2.168, 0.218], [3.914, -2.780, 1.103], [4.760, -1.800, 1.618], [5.882, -2.135, 2.365], [6.163, -3.469, 2.614], [5.313, -4.457, 2.133], [4.193, -4.116, 1.392], [1.206, -3.384, 0.868], [0.386, -4.169, 0.067], [-0.598, -4.972, 0.632], [-0.773, -4.998, 2.004], [0.038, -4.214, 2.816], [1.013, -3.412, 2.250], [7.216, -6.904, -2.903], [7.312, -5.313, -3.669], [5.792, -6.235, -3.707], [6.488, -3.244, -2.729], [5.621, -2.989, -1.216], [4.408, -4.430, -3.623], [4.246, -2.702, -3.388], [3.318, -4.550, -1.185], [2.337, -4.283, -2.607], [3.068, -1.303, -4.649], [2.970, -2.228, -6.925], [1.168, -3.805, -7.553], [-0.545, -4.445, -5.883], [-0.435, -3.517, -3.593], [-0.037, 0.674, -2.848], [0.727, 2.994, -3.238], [3.140, 3.550, -3.096], [4.777, 1.779, -2.546], [3.999, -0.534, -2.118], [4.526, -0.756, 1.436], [6.525, -1.357, 2.755], [7.036, -3.742, 3.194], [5.524, -5.500, 2.333], [3.511, -4.893, 1.071], [0.493, -4.147, -1.010], [-1.244, -5.556, -0.011], [-1.553, -5.608, 2.442], [-0.116, -4.200, 3.887], [1.619, -2.780, 2.892], [7.111, 4.646, 1.091], [6.494, 3.561, 0.559], [7.155, 2.670, 0.101], [4.994, 3.552, 0.584], [4.225, 4.673, 0.884], [2.841, 4.613, 0.844], [2.218, 3.419, 0.505], [2.978, 2.278, 0.249], [4.358, 2.354, 0.267], [0.824, 3.260, 0.426], [0.072, 4.172, -0.013], [-1.403, 3.962, -0.108], [-2.207, 5.002, -0.544], [-3.575, 4.771, -0.663], [-4.063, 3.518, -0.348], [-3.172, 2.532, 0.080], [-1.871, 2.755, 0.200], [6.457, 5.237, 1.480], [4.675, 5.626, 1.144], [2.254, 5.485, 1.106], [2.463, 1.354, 0.013], [4.964, 1.489, 0.033], [0.445, 5.129, -0.410], [-1.773, 5.964, -0.786], [-4.237, 5.558, -1.001], [-5.114, 3.280, -0.439], [-3.502, 1.528, 0.321], [1.756, 1.808, 3.827], [0.524, 2.657, 4.989], [1.040, 3.591, 5.878], [0.195, 4.247, 6.758], [-1.162, 3.958, 6.748], [-1.665, 3.026, 5.855], [-0.833, 2.362, 4.953], [-1.696, 0.999, 3.604], [2.102, 3.798, 5.874], [0.598, 4.978, 7.446], [-1.832, 4.460, 7.435], [-2.723, 2.800, 5.849]],
  "mulliken_charge": [0.331, -1.650, 0.534, -0.374, 0.396, -1.755, -0.244, 0.405, 0.191, 0.362, 0.326, 0.388, 0.282, -0.963, -0.038, -0.795, -0.422, -0.773, 0.360, 0.336, 0.365, -0.299, -0.840, -0.465, -0.628, -0.272, 0.467, -0.683, -0.588, -0.700, -0.799, 0.167, 0.504, 0.201, -0.602, -0.488, -0.518, -0.655, -0.049, 0.378, -0.179, -0.593, -0.419, -0.752, -0.616, 0.362, 0.277, 0.276, 0.600, 0.122, 0.459, -0.315, 0.573, 0.506, 0.343, 0.427, 0.373, 0.420, 0.374, 0.406, 0.514, 0.391, 0.478, 0.117, 0.249, 0.461, 0.371, 0.414, 0.273, -0.021, 0.391, 0.365, 0.387, 0.417, -0.518, 0.612, -0.568, 0.750, -0.989, -0.601, -1.371, 1.611, -0.630, 0.840, -0.526, 0.388, -0.990, -0.280, -0.987, -0.270, 0.453, 0.289, 0.188, 0.557, -0.376, 0.621, 0.354, 0.424, 0.407, 0.415, 0.451, -0.066, 0.608, -0.596, -0.451, -0.644, -0.502, -0.208, 0.293, 0.388, 0.346, 0.351, 0.384],
  "homo_lumo_gap_ev": 4.6,
  "spin_multiplicity": 1,
  "e_tot_ha": -7209.14147,
  "largest_force_ev_per_a": 0.6,
  "total_charge": -1
}

{
  "formula": "C51H49ClF3N8O17P3S",
  "method": "ωB97M-V with the def2-TZVPD basis set",
  "elements": ["O", "P", "Cl", "P", "C", "C", "C", "F", "F", "F", "P", "S", "H", "H", "H", "H", "H", "H", "H", "H", "H", "C", "C", "C", "C", "C", "C", "N", "O", "O", "H", "H", "H", "H", "H", "C", "C", "C", "C", "C", "C", "N", "O", "O", "H", "H", "H", "H", "H", "C", "C", "C", "C", "C", "C", "N", "O", "O", "H", "H", "H", "H", "H", "C", "C", "C", "C", "C", "C", "N", "O", "O", "H", "H", "H", "H", "H", "C", "C", "C", "C", "C", "C", "N", "O", "O", "H", "H", "H", "H", "H", "C", "C", "C", "C", "C", "C", "N", "O", "O", "H", "H", "H", "H", "H", "C", "C", "C", "C", "C", "C", "N", "O", "O", "H", "H", "H", "H", "H", "C", "C", "C", "C", "C", "C", "N", "O", "O", "H", "H", "H", "H", "H"],
  "positions_angstrom": [[-7.345, -6.920, -6.243], [-8.369, -7.247, -4.911], [-7.398, -8.843, -3.866], [-8.385, -5.482, -3.584], [-10.244, -5.606, -3.243], [-10.798, -7.080, -2.988], [-11.700, -7.646, -4.188], [-11.510, -6.980, -5.396], [-13.064, -7.453, -3.863], [-11.443, -9.007, -4.439], [-8.163, -3.595, -2.392], [-6.839, -3.784, -0.953], [-7.024, -7.796, -6.553], [-7.927, -4.697, -4.727], [-7.414, -6.099, -2.719], [-10.783, -5.031, -4.056], [-10.427, -5.024, -2.275], [-11.522, -7.002, -2.104], [-10.007, -7.828, -2.652], [-9.407, -3.081, -1.903], [-7.638, -2.567, -3.272], [-3.789, 1.038, 2.787], [-2.640, 0.558, 2.163], [-2.740, -0.108, 0.946], [-3.993, -0.282, 0.363], [-5.145, 0.190, 0.986], [-5.038, 0.852, 2.203], [-4.099, -0.958, -0.928], [-3.074, -1.377, -1.440], [-5.211, -1.063, -1.428], [-3.708, 1.562, 3.734], [-1.682, 0.705, 2.622], [-1.843, -0.479, 0.468], [-6.123, 0.054, 0.539], [-5.929, 1.226, 2.695], [4.277, 2.485, 0.585], [3.528, 1.541, -0.112], [2.294, 1.132, 0.379], [1.817, 1.680, 1.567], [2.565, 2.619, 2.273], [3.799, 3.020, 1.776], [0.508, 1.270, 2.075], [-0.112, 0.428, 1.439], [0.106, 1.794, 3.102], [5.238, 2.806, 0.196], [3.906, 1.126, -1.040], [1.719, 0.396, -0.172], [2.202, 3.045, 3.201], [4.388, 3.751, 2.315], [4.862, -2.336, 4.775], [5.810, -1.854, 5.675], [6.245, -0.536, 5.590], [5.720, 0.291, 4.602], [4.778, -0.186, 3.694], [4.350, -1.505, 3.783], [6.151, 1.686, 4.518], [6.991, 2.077, 5.313], [5.637, 2.381, 3.656], [4.521, -3.362, 4.849], [6.207, -2.506, 6.446], [6.983, -0.172, 6.296], [4.370, 0.454, 2.919], [3.612, -1.885, 3.079], [2.690, 9.472, 3.778], [3.993, 8.988, 3.831], [4.416, 8.025, 2.923], [3.524, 7.556, 1.962], [2.216, 8.030, 1.907], [1.801, 8.992, 2.821], [3.971, 6.561, 0.988], [5.118, 6.153, 1.076], [3.175, 6.195, 0.139], [2.365, 10.229, 4.485], [4.681, 9.365, 4.580], [5.433, 7.655, 2.974], [1.516, 7.666, 1.164], [0.786, 9.370, 2.785], [-3.813, 1.213, -4.173], [-3.693, 2.363, -4.947], [-4.556, 3.433, -4.742], [-5.534, 3.341, -3.755], [-5.664, 2.191, -2.981], [-4.799, 1.123, -3.195], [-6.429, 4.476, -3.518], [-6.298, 5.461, -4.226], [-7.252, 4.374, -2.623], [-3.134, 0.381, -4.332], [-2.924, 2.426, -5.709], [-4.454, 4.324, -5.351], [-6.426, 2.112, -2.215], [-4.891, 0.219, -2.592], [9.291, -3.790, 0.298], [8.534, -4.709, -0.422], [7.288, -5.105, 0.048], [6.807, -4.570, 1.239], [7.562, -3.656, 1.970], [8.808, -3.268, 1.494], [5.485, -4.964, 1.726], [4.856, -5.780, 1.073], [5.085, -4.449, 2.756], [10.261, -3.479, -0.075], [8.916, -5.115, -1.353], [6.707, -5.821, -0.522], [7.194, -3.239, 2.901], [9.403, -2.554, 2.052], [-0.709, -6.977, 3.047], [0.504, -6.839, 2.379], [1.178, -5.624, 2.404], [0.628, -4.554, 3.105], [-0.589, -4.682, 3.769], [-1.257, -5.900, 3.737], [1.346, -3.281, 3.154], [2.401, -3.202, 2.543], [0.856, -2.374, 3.803], [-1.230, -7.929, 3.030], [0.926, -7.681, 1.842], [2.123, -5.529, 1.880], [-1.024, -3.851, 4.312], [-2.204, -6.012, 4.252], [4.731, 6.978, -2.620], [5.010, 7.689, -3.783], [4.428, 7.310, -4.987], [3.564, 6.220, -5.014], [3.286, 5.499, -3.855], [3.874, 5.882, -2.656], [2.929, 5.833, -6.275], [3.210, 6.475, -7.274], [2.152, 4.893, -6.256], [5.183, 7.279, -1.680], [5.680, 8.541, -3.749], [4.653, 7.872, -5.886], [2.618, 4.646, -3.871], [3.663, 5.331, -1.750]],
  "mulliken_charge": [-0.473, 0.252, -0.290, 0.206, -0.687, -0.974, 0.863, -0.226, -0.273, -0.248, 0.010, -0.416, 0.329, 0.111, 0.110, 0.396, 0.441, 0.379, 0.357, 0.044, 0.069, -0.624, -0.530, -0.429, -0.061, -0.185, -0.603, 1.147, -0.626, -0.649, 0.421, 0.580, 0.721, 0.490, 0.377, -0.631, -0.871, -0.059, -0.371, -0.189, -0.676, 1.077, -0.512, -0.634, 0.533, 0.485, 0.552, 0.526, 0.709, -0.564, -0.575, -0.538, -0.151, -0.106, -0.332, 0.989, -0.621, -0.582, 0.365, 0.398, 0.467, 0.328, 0.963, -0.406, -0.512, -0.284, 0.052, -0.300, -0.524, 1.167, -0.609, -0.599, 0.372, 0.377, 0.456, 0.433, 0.377, -0.723, -0.365, -0.431, 0.085, -0.505, -0.056, 1.007, -0.608, -0.608, 0.444, 0.401, 0.451, 0.465, 0.474, -0.366, -0.481, -0.324, -0.060, -0.039, -0.609, 0.991, -0.622, -0.501, 0.379, 0.370, 0.446, 0.436, 0.390, -0.407, -0.543, -0.262, 0.053, -0.329, -0.514, 1.174, -0.628, -0.648, 0.378, 0.396, 0.440, 0.459, 0.387, -0.381, -0.517, -0.379, 0.012, -0.532, -0.231, 1.009, -0.606, -0.604, 0.377, 0.377, 0.444, 0.448, 0.598],
  "homo_lumo_gap_ev": 7.1,
  "smiles": "OP(Cl)[PH2](CCC(F)(F)F)[PH2]=S.O=[N+]([O-])c1ccccc1.O=[N+]([O-])c1ccccc1.O=[N+]([O-])c1ccccc1.O=[N+]([O-])c1ccccc1.O=[N+]([O-])c1ccccc1.O=[N+]([O-])c1ccccc1.O=[N+]([O-])c1ccccc1.O=[N+]([O-])c1ccccc1",
  "spin_multiplicity": 1,
  "e_tot_ha": -5871.17186,
  "largest_force_ev_per_a": 3.4,
  "total_charge": 0
}